2 unconnected molecules or ions with the total composition C4H9NO2 in a non-equilibrium geometry, computed with the ωB97M-V functional and the def2-TZVPD basis.

Each line ends with the natural charge from an NBO analysis.
Element x y z (Å)
C 0.18081 -1.12465 -1.34663  -0.2549
O 0.13897 -1.07275 0.06742  -0.5677
C 1.10482 -0.23510 0.67162  -0.0897
C 0.63900 1.20270 0.88351  -0.0899
O 0.29441 1.85688 -0.31505  -0.7278
H -0.02240 -0.15232 -1.80705  0.1881
H 1.15667 -1.49347 -1.69506  0.1722
H -0.59648 -1.83097 -1.64800  0.1897
H 1.31338 -0.68968 1.64726  0.1848
H 2.03103 -0.24195 0.07977  0.1729
H -0.19444 1.22790 1.60358  0.1598
H 1.46677 1.76215 1.33857  0.1814
H -0.62286 1.62055 -0.52007  0.4886
C -2.31501 -0.29581 0.37189  0.1255
N -2.46818 0.53358 -0.41570  -0.3820
H -2.10651 -1.06704 1.08394  0.2491

Output
SMILES string   COCCO.C#N
HOMO   -9.59 eV
HOMO-LUMO gap   10.467 eV
Energy relative to the best compared isomer or geometry (same formula, charge and spin)   62.16 kcal per mole
Charge   0
Electronic energy   -9877.365 eV

A molecular structure, C16H13IN7O2S2V in a non-equilibrium geometry, computed with the ωB97M-V functional and the def2-TZVPD basis.

Each line ends with the Löwdin spin population.
Element x y z (Å)
V -0.11100 -0.31854 0.65191  1.9299
I -2.10896 1.36062 0.73018  -0.0241
C -2.07740 -0.75346 -3.66591  0.0110
C -1.05331 0.14534 -3.41187  -0.0012
C -0.39381 0.07474 -2.20345  0.0078
N -0.72651 -0.81923 -1.25333  -0.0013
C -1.71077 -1.68994 -1.50617  0.0140
C -2.39942 -1.69577 -2.70381  -0.0009
H -2.61731 -0.71906 -4.60300  0.0006
H -0.75911 0.89098 -4.13591  -0.0004
H 0.41695 0.75103 -1.97207  0.0009
H -1.94090 -2.38728 -0.71234  0.0019
H -3.18438 -2.42108 -2.86087  -0.0003
N -3.21425 -4.14664 7.18342  0.0000
C -2.49544 -3.91986 6.04053  0.0000
C -1.12677 -3.62688 6.10950  0.0000
C -0.40765 -3.37025 4.96247  0.0001
C -1.04557 -3.39713 3.72621  -0.0004
C -2.40197 -3.69340 3.64031  0.0001
C -3.11920 -3.95905 4.78733  -0.0001
S -0.16681 -2.96969 2.29392  0.0058
O -0.95338 -3.32451 1.14268  0.0102
O 1.18142 -3.44141 2.42742  0.0022
N -0.17388 -1.32224 2.26585  -0.0078
C 0.79409 -0.52450 2.88616  0.0050
S 2.21026 -1.05129 3.72072  0.0030
C 2.68342 0.59880 3.83525  -0.0021
C 1.80607 1.39686 3.19175  0.0008
N 0.70445 0.75770 2.66573  -0.0002
H -2.74276 -4.25236 8.06189  0.0000
H -4.15585 -4.48612 7.12497  0.0000
H -0.63209 -3.60704 7.07273  0.0000
H 0.65436 -3.16935 5.02314  0.0000
H -2.88321 -3.71698 2.67299  0.0000
H -4.17405 -4.19564 4.72253  0.0000
H 3.57574 0.88457 4.36637  -0.0002
H 1.87818 2.46951 3.10355  0.0001
N 1.65976 -0.13498 0.01036  -0.0079
C 2.74100 -0.50765 -0.30509  0.0274
N 3.91717 -0.76933 -0.58661  0.0199
C 4.46910 -1.61287 -1.43543  0.0031
N 5.02875 -2.31856 -2.15679  0.0030

Output
HOMO (spin up / spin down)   -8.56 / -8.64 eV
HOMO-LUMO gap (spin up / spin down)   8.019 / 8.208 eV
Energy relative to the best compared isomer or geometry (same formula, charge and spin)   0.00 kcal per mole
Expectation value of S²   2.0200
Charge   0
Electronic energy   -86788.662 eV
Multiplicity   3

2 unconnected molecules or ions with the total composition CH3O2P in a non-equilibrium geometry, computed with the ωB97M-V functional and the def2-TZVPD basis.

Each line ends with the natural charge from an NBO analysis.
Element x y z (Å)
C 0.99281 -0.38111 -0.15604  -0.1176
O -2.68367 1.08531 0.93536  -0.9326
O 0.98504 -0.24068 1.06825  -0.5148
P -1.98135 0.31312 -0.06402  1.2144
H 0.08834 0.51818 -0.44758  0.0630
H 0.57973 -1.22820 -0.77444  0.1397
H 2.01910 -0.06662 -0.56152  0.1479

Output
HOMO (spin up / spin down)   -8.31 / -9.76 eV
HOMO-LUMO gap (spin up / spin down)   6.556 / 8.273 eV
Energy relative to the best compared isomer or geometry (same formula, charge and spin)   109.80 kcal per mole
Charge   0
Electronic energy   -14465.042 eV

A single C4H9NO2 molecule, computed with the ωB97M-V functional and the def2-TZVPD basis.

Each line ends with the natural charge from an NBO analysis.
Element x y z (Å)
C 1.15614 -0.25802 1.73465  -0.6323
C 0.67004 -0.02653 0.30932  0.1000
O 0.79987 -1.22270 -0.46245  -0.7470
C -0.80722 0.35699 0.28625  -0.5206
C -1.36886 0.81835 -1.05530  0.6752
N -1.00316 0.07155 -2.12982  -0.8357
O -2.12410 1.77230 -1.13656  -0.6208
H 0.54779 -1.02796 2.22187  0.2142
H 1.09191 0.66012 2.32665  0.2233
H 2.20309 -0.58701 1.74670  0.2058
H 1.26464 0.77844 -0.15344  0.1668
H 1.62727 -1.65816 -0.22359  0.4788
H -1.38035 -0.51911 0.61706  0.2321
H -0.99670 1.17040 0.99124  0.2389
H -1.34878 0.34832 -3.03499  0.4001
H -0.33157 -0.67698 -2.03759  0.4211

Output
SMILES string   C[C@@H](O)CC(N)=O
HOMO   -9.56 eV
HOMO-LUMO gap   10.250 eV
Energy relative to the best compared isomer or geometry (same formula, charge and spin)   8.02 kcal per mole
Charge   0
Electronic energy   -9879.713 eV

A molecular structure, C2H6N2OS in a non-equilibrium geometry, computed with the ωB97M-V functional and the def2-TZVPD basis.

Each line ends with the natural charge from an NBO analysis.
Element x y z (Å)
C -2.24806 0.61022 0.34702  -0.7978
C 1.17193 0.18422 -0.37857  0.7610
H -3.03474 1.01107 -0.56854  0.2440
H -2.73269 0.17140 1.40655  0.2335
H -1.51451 1.48820 0.61100  0.2456
H 0.45475 -1.69603 0.19024  0.3982
H 3.26716 0.05918 -0.29048  0.4132
H 2.20684 -1.52181 0.52603  0.3491
N 0.19782 -0.73058 -0.24804  -0.8219
N 2.42031 -0.31809 0.03577  -0.8438
O 1.13013 1.28607 -0.79801  -0.6086
S -1.31894 -0.54383 -0.83298  0.4275

Output
HOMO   -9.10 eV
HOMO-LUMO gap   9.286 eV
Energy relative to the best compared isomer or geometry (same formula, charge and spin)   70.47 kcal per mole
Charge   0
Electronic energy   -18031.749 eV

2 unconnected molecules or ions with the total composition C2HCl5NO3S in a non-equilibrium geometry, computed with the ωB97M-V functional and the def2-TZVPD basis.

Each line ends with the natural charge from an NBO analysis.
Element x y z (Å)
C -0.80364 -0.96258 0.42532  -0.1206
C -0.08766 -0.52249 1.66901  -0.1484
N 0.60065 -0.32636 -1.25752  -0.7563
O -0.45053 1.97284 -0.85965  -1.0261
O 1.89879 1.76914 -0.70360  -1.0243
O 0.79293 1.33962 -2.89193  -0.9786
S 0.69503 1.32152 -1.40448  2.4470
Cl -2.16067 -0.09875 -0.01039  0.1383
Cl -0.81456 -2.67123 0.07876  0.0527
Cl 0.44031 1.07852 1.60545  0.1903
Cl 1.27593 -1.73976 1.97877  -0.0207
Cl -1.17909 -0.81235 3.16653  -0.0802
H -0.20750 -0.34813 -1.79628  0.3267

Output
HOMO (spin up / spin down)   -5.53 / -5.52 eV
HOMO-LUMO gap (spin up / spin down)   7.469 / 7.484 eV
Energy relative to the best compared isomer or geometry (same formula, charge and spin)   48.94 kcal per mole
Charge   -1
Electronic energy   -83168.608 eV

A single C3H5ClN2S molecule in a non-equilibrium geometry, computed with the ωB97M-V functional and the def2-TZVPD basis.

Each line ends with the natural charge from an NBO analysis.
Element x y z (Å)
H -2.10982 1.68777 -0.23733  0.3112
N -1.13713 1.92845 -0.46176  -0.6054
C -0.54882 0.81638 0.05363  0.3843
C 0.89376 0.52869 -0.25252  -0.3137
C 1.82574 -0.25471 0.17254  -0.1748
Cl 3.47502 -0.34955 -0.16213  0.0399
N -1.23699 -0.20328 0.67927  -0.7332
S -1.27605 -1.63070 -0.44576  0.1494
H 1.27279 1.20488 -0.99820  0.2370
H 1.69163 -1.29439 0.70853  0.2051
H -2.41052 -0.00221 0.77126  0.3932
H -0.43961 -2.43134 0.17246  0.1068

Output
SMILES string   [H]/N=C(/C=C/Cl)NS
HOMO   -9.54 eV
HOMO-LUMO gap   9.499 eV
Energy relative to the best compared isomer or geometry (same formula, charge and spin)   54.94 kcal per mole
Charge   0
Electronic energy   -29526.845 eV